This record from the Open Molecules 2025 dataset describes C30H47BO2P2Ti as an isolated structure. The level of theory is ωB97M-V/def2-TZVPD.

XYZ file:
```
83
Properties=species:S:1:pos:R:3:forces:R:3
Ti -0.098 -0.264 -4.396 -0.7888 -0.4417 4.2055
C -0.531 -2.367 0.294 1.4087 0.1914 -1.3769
C 0.777 -2.454 -0.243 -0.5416 0.3329 0.9740
C 0.760 -0.835 1.430 -2.9906 -0.1621 -0.4390
C -0.554 -1.335 1.293 2.2143 1.1957 0.5542
C 1.576 -1.508 0.454 -0.4728 -0.4347 -0.1384
C -1.721 -3.016 -0.274 -0.4008 -0.7678 -0.1308
H -1.444 -3.604 -1.160 -0.2279 -0.0453 0.3478
H -2.505 -2.318 -0.595 0.1718 -0.1504 0.4271
H -2.186 -3.669 0.474 -0.0335 -0.0875 -0.2188
C -1.763 -0.900 2.019 -0.4714 0.0664 0.5438
H -2.655 -0.738 1.400 0.1845 -0.1633 -0.1570
H -1.612 0.027 2.573 0.1610 0.0292 0.0469
H -2.042 -1.663 2.752 -0.1502 0.0511 0.0648
C 1.139 0.311 2.285 0.4407 0.2653 0.7919
H 0.928 0.067 3.330 0.0806 0.1005 0.0615
H 0.621 1.265 2.092 -0.0091 -0.4215 -0.2329
H 2.210 0.514 2.226 -0.0307 0.0112 0.0234
C 2.987 -1.183 0.186 0.5121 -0.0552 -0.4266
H 3.681 -1.558 0.943 -0.1237 -0.0774 0.1396
H 3.182 -0.112 0.099 -0.1839 0.0157 0.2182
H 3.293 -1.616 -0.762 0.1618 -0.1243 -0.0918
C 1.219 -3.243 -1.415 0.1102 -0.1254 -0.1886
H 1.709 -4.203 -1.231 -0.0405 0.0616 0.2652
H 1.918 -2.636 -1.974 0.2879 0.0229 -0.4184
H 0.376 -3.447 -2.061 -0.2038 -0.1413 -0.3402
C -1.486 0.660 -5.552 -0.4241 0.2471 0.0757
C -1.633 -0.790 -5.576 -1.5887 -0.7214 -0.2379
C -0.962 -1.761 -6.508 -0.1110 -0.4236 -0.2820
C 0.554 -1.497 -6.684 1.0646 -0.2893 -1.4029
C 1.326 -0.696 -5.639 0.4832 -0.9082 -0.1225
C 1.312 0.730 -5.392 0.2774 1.0762 -0.2918
C 0.679 1.803 -6.230 0.0145 0.5889 -1.1079
C -0.820 1.544 -6.553 0.0838 0.8453 -1.1032
H -1.446 -1.909 -7.504 0.3218 0.4433 0.4607
H 0.740 -1.000 -7.649 -0.1997 -0.3535 0.0363
H -1.097 -2.743 -6.031 0.1607 0.0754 -0.0898
H -0.889 1.147 -7.586 -0.1128 0.1094 0.4000
H -2.348 1.120 -5.069 -0.1791 -0.0093 -0.0617
H -2.624 -1.164 -5.270 0.3101 0.2433 -0.0158
H -1.355 2.521 -6.561 0.3385 -0.5057 -0.2402
H 0.788 2.801 -5.762 -0.0148 -0.4917 0.2673
H 2.057 1.139 -4.713 0.3916 -0.3461 -0.1652
H 1.211 1.945 -7.175 0.0521 -0.0259 -0.1921
H 1.045 -2.497 -6.724 -0.2233 0.7581 -0.2592
H 2.066 -1.315 -5.132 0.4046 0.3221 -0.0324
P -2.081 1.371 -1.968 0.1311 -0.3700 -1.0082
P 1.460 1.559 -1.420 0.3049 -0.6058 -0.0176
C -0.920 2.537 -2.922 -0.0206 0.5829 0.2702
C 0.490 2.854 -2.322 -0.2207 0.9577 0.2528
H -1.480 3.497 -2.898 0.0879 -0.4954 -0.0180
H -0.855 2.295 -4.011 -0.2606 -0.5143 0.8802
H 1.130 3.333 -3.096 -0.5728 -0.3107 0.2484
H 0.331 3.630 -1.541 0.1034 -0.3787 -0.4857
C 2.110 2.637 -0.084 -0.1670 0.1732 0.3682
H 2.916 2.108 0.450 -0.4129 0.2715 -0.1061
H 1.315 2.935 0.619 0.4126 -0.1494 -0.2792
H 2.531 3.527 -0.569 -0.0072 -0.0981 0.2421
C 3.116 1.466 -2.272 -0.2240 -0.0045 -0.1908
H 3.278 2.401 -2.814 0.1172 -0.1198 -0.1240
H 3.238 0.606 -2.944 -0.0883 0.3126 0.1676
H 3.879 1.411 -1.488 -0.1608 -0.1036 -0.1919
C -3.839 1.539 -2.511 0.0996 0.2840 0.0159
H -4.242 0.535 -2.733 0.1917 0.5206 0.0264
H -3.932 2.195 -3.389 0.0951 -0.3631 0.2223
H -4.409 1.995 -1.679 0.2394 -0.3091 -0.4364
C -1.667 -0.431 -2.142 0.6760 -0.1942 0.3251
H -0.791 -0.656 -1.492 -0.5363 0.1374 -0.1354
H -1.481 -0.952 -3.137 -0.8842 0.7785 0.5989
H -2.536 -0.995 -1.773 0.2953 0.4000 -0.0571
O -3.439 2.010 0.700 0.8437 -0.2936 -1.9170
B -2.261 1.947 -0.088 0.8320 0.6108 2.6572
O -1.200 2.573 0.631 -0.9064 -0.9010 -1.9513
C -1.792 3.212 1.691 -0.7980 0.1470 -0.1210
C -1.233 4.230 2.430 -0.1239 -0.1821 0.5821
C -2.112 4.927 3.280 0.3433 0.1457 -0.3880
C -3.482 4.650 3.287 0.0211 -0.5613 0.2151
C -4.014 3.584 2.542 -0.2432 0.0233 -0.0933
C -3.149 2.874 1.730 0.8582 1.0778 0.5354
H -0.163 4.430 2.340 -0.4255 0.1644 0.1327
H -1.718 5.748 3.883 -0.1836 -0.2825 -0.1806
H -4.156 5.247 3.907 0.2908 -0.2479 -0.2195
H -5.077 3.360 2.539 0.1789 0.1171 0.0404
```
Positions in Å, forces in eV/Å.

As for the multiplicity: 2. The calculation puts the highest occupied orbital energy (alpha / beta) at -8.891 / -8.891 eV. The calculation puts the gap between HOMO and LUMO (alpha / beta) at 0.197 / 0.192 Ha. Its expectation value of S² is 0.766. The value obtained for the relative energy (zero: lowest compared OMol25 entry of this formula, charge and spin) is 6.727 eV. The net charge is +1.

This record from the Open Molecules 2025 dataset describes C30H47BrCdN4OP2 as an isolated structure. The level of theory is ωB97M-V/def2-TZVPD.

XYZ file:
```
86
Properties=species:S:1:pos:R:3:forces:R:3
N 4.262 -6.861 4.048 0.5877 -0.3626 0.1904
C 3.386 -6.336 4.907 -0.4259 0.0754 -0.5667
C 2.316 -5.543 4.493 0.3895 0.1407 -0.3493
C 2.207 -5.243 3.107 0.0540 -0.3999 -0.1603
C 3.173 -5.789 2.228 -0.0894 0.1653 0.5274
C 4.181 -6.596 2.753 -0.7257 0.4716 -0.3701
C 1.168 -4.352 2.584 1.0822 -0.0782 1.6673
Cd -0.773 -4.972 1.543 -0.6021 -0.5934 0.2380
P -4.036 0.406 -2.751 -0.9791 0.4829 -1.1415
C 1.133 -4.037 1.137 0.6509 0.8751 -1.3522
C 0.883 -2.665 0.649 -0.4240 0.1566 0.1878
C 0.328 -2.461 -0.633 -0.0276 0.2750 0.1723
C -0.062 -1.176 -1.035 0.5349 0.1761 0.1543
C 0.096 -0.107 -0.134 0.8277 -0.9471 0.1684
C 0.642 -0.322 1.135 0.2634 0.3525 0.0070
C 1.073 -1.579 1.520 -0.8498 -0.5508 -0.3678
Br -0.144 1.712 -0.654 -1.5889 -0.4315 0.8846
H 0.877 -3.617 3.360 -0.2795 -0.2542 -0.8650
H 1.806 -4.593 0.476 -0.5442 -0.1577 0.3370
H 1.638 -5.130 5.243 0.0586 -0.1189 -0.3790
H 3.209 -5.533 1.170 -0.0564 -0.2407 0.3422
H 3.533 -6.590 5.955 -0.0544 0.1098 -0.1835
H 4.896 -7.011 2.038 0.0779 -0.0858 0.6164
H 0.172 -3.340 -1.285 0.1048 0.6809 0.2411
H 1.429 -1.791 2.532 0.0655 0.4646 -0.3971
H -0.404 -1.002 -2.050 -0.1882 -0.0518 0.1956
H 0.708 0.492 1.854 -0.0826 -0.0273 -0.2992
P 2.094 1.748 -1.997 0.7677 -0.3888 -0.0263
C -4.110 -0.451 -1.144 0.1551 -0.0422 0.0745
C -5.515 -1.056 -0.988 0.0788 -0.1502 0.3003
H -3.894 0.282 -0.355 -0.0128 -0.2778 -0.0240
H -3.316 -1.211 -1.147 -0.1884 0.0161 0.3685
H -5.726 -1.286 0.061 0.0130 -0.1051 -0.0865
H -6.294 -0.366 -1.337 0.2573 -0.1030 0.0713
H -5.613 -1.977 -1.573 -0.0291 0.1640 0.0669
C -2.707 -0.389 -3.746 -0.0182 -0.1514 0.2944
C -2.898 -0.070 -5.236 0.1904 -0.1299 -0.0438
H -2.788 -1.473 -3.562 0.1331 0.2386 -0.1270
H -1.737 -0.027 -3.367 -0.0098 -0.2585 -0.2577
H -2.304 -0.754 -5.852 -0.0449 0.2113 0.0344
H -3.949 -0.177 -5.538 0.2641 0.0086 0.1624
H -2.589 0.957 -5.468 -0.0972 -0.1879 0.0498
C -3.274 2.042 -2.397 0.1671 0.0067 0.1306
C -4.223 3.217 -2.613 0.0478 0.2159 0.0473
H -2.398 2.145 -3.049 -0.0199 0.0414 0.0481
H -2.915 2.003 -1.363 0.0362 0.2567 -0.0796
H -3.686 4.164 -2.511 -0.0701 -0.0136 0.0573
H -4.670 3.208 -3.611 0.0541 -0.1215 0.0993
H -5.038 3.216 -1.885 0.0268 -0.0398 -0.0718
C 2.411 3.525 -2.012 -0.3737 0.4116 -0.1871
C 3.856 4.041 -2.003 0.2425 0.1463 -0.0382
H 1.854 3.960 -1.164 0.1145 -0.1016 -0.3225
H 1.909 3.858 -2.935 0.0046 0.0563 0.2924
H 4.266 4.102 -0.986 -0.1535 -0.0846 -0.3389
H 4.538 3.442 -2.619 -0.1784 0.1091 0.1030
H 3.847 5.057 -2.419 0.1035 -0.2757 0.1649
C 1.900 1.109 -3.676 0.1766 0.5402 -0.4923
C 2.382 -0.320 -3.956 0.0588 -0.0180 -0.0881
H 2.508 1.837 -4.245 -0.3155 -0.3536 -0.2425
H 0.844 1.260 -3.970 0.4539 -0.0592 0.1078
H 3.474 -0.390 -3.907 -0.2344 0.0275 0.0471
H 1.961 -1.068 -3.274 -0.0059 0.2209 -0.1106
H 2.087 -0.583 -4.978 0.0571 -0.0188 0.2338
C 3.441 0.888 -1.185 0.3573 -0.3168 -0.2670
C 3.779 1.387 0.223 0.2729 0.0131 0.2007
H 4.268 1.075 -1.897 0.0901 -0.3906 0.4370
H 3.213 -0.194 -1.195 0.0915 0.4738 -0.0804
H 4.224 0.570 0.802 -0.0616 0.2324 -0.1334
H 4.518 2.195 0.169 -0.2537 -0.1786 0.1269
H 2.907 1.747 0.787 0.1041 -0.0681 -0.2149
C -3.952 2.081 3.692 -0.6017 -0.2018 -0.1276
N -2.537 2.401 3.617 0.0562 0.0745 -0.3560
C -2.102 3.591 4.089 0.6503 -0.0589 0.0442
C -0.769 3.900 4.067 -0.2305 0.2085 0.3812
C 0.111 2.890 3.592 -0.1715 -0.1936 -0.2755
N -0.340 1.807 2.980 -0.0249 -0.0371 0.2068
C -1.678 1.542 2.880 -0.5254 -0.2224 -0.0729
O -2.176 0.613 2.226 0.7631 0.9855 0.7512
N 1.471 3.024 3.702 -0.2220 -0.0267 0.1422
H -4.444 2.204 2.721 0.1683 -0.0736 0.1364
H -4.437 2.744 4.414 0.1821 -0.1254 -0.1174
H -4.091 1.047 4.017 0.1075 0.1742 -0.0929
H -2.887 4.239 4.496 0.5212 -0.1558 -0.0980
H -0.369 4.816 4.490 -0.2761 -0.0953 -0.0888
H 1.852 3.726 4.327 -0.2207 -0.2526 -0.2190
H 2.014 2.172 3.611 -0.2068 0.3186 0.0023
```
Positions in Å, forces in eV/Å.

The calculation puts the highest occupied orbital energy (alpha / beta) at -11.593 / -11.591 eV. The calculation puts the gap between HOMO and LUMO (alpha / beta) at 0.115 / 0.122 Ha. The value obtained for the relative energy (zero: lowest compared OMol25 entry of this formula, charge and spin) is 0.000 eV. The net charge is +2.

Number 1: maximum force 4.3 eV Å⁻¹. Number 2: maximum force 2.0 eV Å⁻¹.